[1]
The following is a DFT calculation (ωB97M-V/def2-TZVPD) of a structure of composition C20H24N3O3PdS2SeSi.

Geometry (Å):
Pd (0.535, 0.309, 0.884)
O (0.218, -1.983, 1.410)
N (0.028, -1.244, 2.533)
C (-1.224, -1.313, 3.179)
C (-1.359, -0.881, 4.450)
C (-0.265, -0.328, 5.168)
C (0.968, -0.207, 4.487)
C (1.146, -0.649, 3.201)
S (2.594, -0.474, 2.248)
H (-2.026, -1.676, 2.557)
H (-2.346, -0.927, 4.896)
H (-0.388, 0.050, 6.173)
H (1.814, 0.283, 4.950)
C (-1.799, -5.494, -3.526)
C (-2.094, -4.208, -2.795)
C (-1.456, -3.905, -1.595)
C (-1.698, -2.712, -0.927)
C (-2.605, -1.812, -1.476)
C (-3.248, -2.091, -2.670)
C (-2.991, -3.290, -3.324)
S (-2.900, -0.273, -0.622)
O (-3.803, 0.471, -1.483)
O (-3.382, -0.611, 0.690)
N (-1.458, 0.360, -0.482)
C (-0.735, 0.667, -1.603)
C (-1.213, 0.938, -2.906)
C (-0.310, 1.199, -3.909)
C (1.060, 1.219, -3.641)
C (1.447, 0.971, -2.339)
N (0.594, 0.701, -1.362)
H (-1.226, -6.177, -2.898)
H (-1.216, -5.308, -4.432)
H (-2.719, -6.000, -3.828)
H (-0.745, -4.607, -1.173)
H (-1.164, -2.469, -0.006)
H (-3.942, -1.366, -3.074)
H (-3.492, -3.510, -4.263)
H (-2.278, 0.956, -3.081)
H (-0.671, 1.406, -4.911)
H (1.796, 1.422, -4.407)
H (2.494, 0.991, -2.052)
C (3.339, 3.131, 3.161)
Si (2.351, 3.437, 1.593)
C (3.352, 2.763, 0.146)
C (2.375, 5.322, 1.364)
Se (0.242, 2.726, 1.731)
H (4.312, 3.634, 3.108)
H (3.497, 2.058, 3.298)
H (2.789, 3.515, 4.023)
H (4.422, 2.800, 0.376)
H (3.164, 3.352, -0.757)
H (3.083, 1.722, -0.046)
H (3.400, 5.684, 1.221)
H (1.955, 5.816, 2.245)
H (1.776, 5.614, 0.498)

Calculated values
- 2S+1 = 4
- expectation value of S² = 3.778
- E (a.u.) = -4781.6885
- total charge = -2

***

[2]
The following is a DFT calculation (ωB97M-V/def2-TZVPD) of a structure of composition C4I4.

Geometry (Å):
C (0.711, -0.568, -0.049)
C (1.047, 0.710, -0.077)
C (-0.718, -0.543, 0.068)
C (-0.973, 0.751, -0.045)
I (1.945, -2.212, 0.026)
I (2.508, 2.059, 0.027)
I (-2.022, -2.261, 0.025)
I (-2.498, 2.065, 0.024)

Calculated values
- E (a.u.) = -1343.0272
- total charge = 0

***

[3]
The following is a DFT calculation (ωB97M-V/def2-TZVPD) of an isolated molecule of C21H22O5.

Geometry (Å):
O (-2.197, -2.611, 2.704)
C (-1.412, -1.743, 2.422)
O (-0.676, -1.114, 3.343)
C (-1.175, -1.228, 1.034)
C (0.265, -0.826, 0.636)
C (1.001, -1.764, -0.264)
C (2.230, -2.282, 0.126)
C (2.920, -3.157, -0.695)
C (2.388, -3.530, -1.917)
C (1.161, -3.024, -2.312)
C (0.472, -2.149, -1.492)
C (-0.296, 0.482, 0.013)
C (0.452, 1.729, 0.392)
O (0.331, 2.316, 1.434)
O (1.263, 2.112, -0.605)
C (2.121, 3.225, -0.366)
C (3.567, 2.772, -0.169)
C (3.755, 1.909, 1.082)
O (3.133, 0.651, 0.995)
C (-1.616, 0.232, 0.765)
C (-2.899, 0.447, 0.025)
C (-3.980, -0.403, 0.217)
C (-5.166, -0.190, -0.464)
C (-5.285, 0.874, -1.341)
C (-4.214, 1.730, -1.531)
C (-3.027, 1.518, -0.851)
H (-0.877, -1.454, 4.229)
H (-1.623, -1.924, 0.324)
H (0.862, -0.595, 1.519)
H (2.646, -1.993, 1.080)
H (3.875, -3.552, -0.378)
H (2.925, -4.213, -2.558)
H (0.738, -3.314, -3.262)
H (-0.487, -1.768, -1.812)
H (-0.382, 0.417, -1.071)
H (2.042, 3.870, -1.246)
H (1.764, 3.759, 0.520)
H (4.194, 3.660, -0.084)
H (3.885, 2.206, -1.049)
H (4.833, 1.785, 1.269)
H (3.305, 2.396, 1.950)
H (3.396, 0.224, 0.171)
H (-1.609, 0.813, 1.693)
H (-3.896, -1.231, 0.906)
H (-6.001, -0.858, -0.307)
H (-6.210, 1.038, -1.874)
H (-4.302, 2.566, -2.210)
H (-2.195, 2.193, -0.993)

Calculated values
- SMILES = O=C(O)[C@@H]1[C@@H](c2ccccc2)[C@H](C(=O)OCCCO)[C@H]1c1ccccc1
- E (a.u.) = -1189.6547
- total charge = 0

***

[4]
The following is a DFT calculation (ωB97M-V/def2-TZVPD) of a cluster of 2 separate species, C4H8 in total.

Geometry (Å):
C (1.155, 0.417, 0.658)
C (-0.092, -0.208, 0.064)
C (-1.230, -0.440, 0.773)
C (0.077, -0.626, -1.303)
H (1.816, -0.248, 1.203)
H (1.661, 1.130, 0.007)
H (0.741, 1.146, 1.381)
H (-1.250, -0.495, 1.859)
H (-2.049, -0.821, 0.172)
H (-0.757, -1.186, -1.735)
H (-0.480, 1.232, -1.027)
H (0.409, 0.098, -2.051)

Calculated values
- E (a.u.) = -156.9818
- total charge = 0

***

[5]
The following is a DFT calculation (ωB97M-V/def2-TZVPD) of a cluster of 10 separate species, C26H54FN5O24S4 in total.

Geometry (Å):
O (15.249, 28.933, 18.509)
C (15.939, 28.655, 17.582)
O (17.268, 28.705, 17.661)
C (17.858, 27.856, 16.797)
C (16.808, 27.909, 15.724)
F (16.876, 26.788, 15.089)
O (15.590, 28.071, 16.459)
H (18.677, 28.275, 16.212)
H (18.242, 26.888, 17.116)
H (16.912, 28.729, 15.013)
O (11.799, 12.960, 14.028)
S (12.475, 14.146, 13.539)
O (13.540, 14.012, 12.506)
O (11.322, 15.271, 13.067)
C (11.225, 16.469, 13.722)
C (12.605, 16.561, 14.541)
O (12.881, 15.171, 14.796)
H (10.992, 17.252, 13.000)
H (10.305, 16.334, 14.291)
H (12.335, 17.013, 15.495)
H (13.475, 16.972, 14.029)
O (16.267, 22.845, 12.371)
S (14.919, 22.655, 11.807)
O (14.911, 22.329, 10.404)
O (14.092, 21.560, 12.806)
C (12.991, 22.237, 13.589)
C (13.167, 23.688, 13.326)
O (13.844, 23.892, 12.153)
H (12.024, 21.790, 13.359)
H (13.113, 21.937, 14.629)
H (13.791, 24.012, 14.159)
H (12.294, 24.333, 13.225)
O (14.985, 30.448, 8.604)
S (15.986, 29.788, 7.768)
O (16.559, 30.433, 6.568)
O (17.245, 29.379, 8.728)
C (17.365, 28.069, 8.926)
C (16.090, 27.291, 8.600)
O (15.626, 28.142, 7.519)
H (18.222, 27.607, 8.436)
H (17.546, 27.956, 9.995)
H (15.271, 27.191, 9.313)
H (16.301, 26.331, 8.130)
O (18.214, 16.400, 5.658)
S (17.002, 15.685, 6.095)
O (16.724, 14.301, 5.690)
O (16.907, 15.746, 7.768)
C (16.316, 17.015, 8.262)
C (15.371, 17.494, 7.151)
O (15.696, 16.717, 6.069)
H (15.804, 16.918, 9.219)
H (17.153, 17.692, 8.434)
H (15.565, 18.558, 7.015)
H (14.321, 17.264, 7.333)
C (12.102, 21.762, 20.539)
N (11.548, 20.437, 20.466)
C (11.127, 19.821, 19.390)
C (10.656, 18.438, 19.802)
O (11.055, 20.252, 18.237)
H (11.736, 22.192, 21.470)
H (11.758, 22.512, 19.827)
H (13.185, 21.745, 20.667)
H (11.454, 19.914, 21.325)
H (9.752, 18.156, 19.263)
H (10.567, 18.403, 20.888)
H (11.331, 17.685, 19.395)
C (9.533, 22.938, 2.369)
N (10.782, 23.238, 3.166)
C (11.410, 22.310, 3.902)
C (12.800, 22.629, 4.468)
O (11.038, 21.131, 4.051)
H (9.778, 22.695, 1.335)
H (9.080, 23.910, 2.173)
H (8.841, 22.293, 2.911)
H (11.131, 24.185, 3.120)
H (13.263, 23.484, 3.973)
H (13.589, 21.878, 4.461)
H (12.759, 22.768, 5.548)
C (16.562, 19.420, 17.798)
N (17.069, 18.026, 17.806)
C (17.064, 17.325, 18.951)
C (17.726, 15.983, 18.960)
O (16.814, 17.849, 20.045)
H (16.952, 19.913, 18.689)
H (15.487, 19.596, 17.838)
H (17.030, 20.044, 17.036)
H (17.302, 17.583, 16.929)
H (17.054, 15.139, 19.116)
H (18.309, 15.691, 19.833)
H (18.393, 15.743, 18.132)
C (9.630, 26.722, 18.487)
N (8.771, 25.591, 18.492)
C (8.415, 24.851, 17.404)
C (7.772, 23.465, 17.673)
O (8.582, 25.159, 16.236)
H (10.668, 26.652, 18.809)
H (8.990, 27.347, 19.110)
H (9.622, 27.222, 17.518)
H (8.435, 25.313, 19.403)
H (8.081, 23.279, 18.702)
H (8.061, 22.691, 16.962)
H (6.691, 23.595, 17.737)
C (9.341, 27.931, 6.357)
N (8.966, 27.917, 7.730)
C (9.317, 26.994, 8.565)
C (8.739, 26.956, 9.969)
O (10.220, 26.263, 8.240)
H (10.428, 27.882, 6.300)
H (9.091, 28.843, 5.816)
H (8.999, 26.976, 5.956)
H (8.021, 28.265, 7.809)
H (7.929, 26.229, 10.002)
H (8.536, 27.961, 10.340)
H (9.530, 26.620, 10.639)

Calculated values
- SMILES = O=C1OC[C@@H](F)O1.O=S1(=O)OCCO1.O=S1(=O)OCCO1.O=S1(=O)OCCO1.O=S1(=O)OCCO1.CNC(C)=O.CNC(C)=O.CNC(C)=O.CNC(C)=O.CNC(C)=O
- E (a.u.) = -4794.9633
- total charge = 0

***

[6]
The following is a DFT calculation (ωB97M-V/def2-TZVPD) of an isolated molecule of C2H3F2NO.

Geometry (Å):
C (0.097, 0.072, 0.112)
C (0.817, 0.781, 1.229)
O (1.373, 1.831, 1.234)
N (0.811, -0.075, 2.326)
F (-0.420, -0.779, 2.519)
F (0.948, 0.686, 3.497)
H (-0.916, 0.649, 0.208)
H (0.165, -1.072, 0.102)
H (0.388, 0.239, -0.932)

Calculated values
- SMILES = CC(=O)N(F)F
- E (a.u.) = -407.5735
- total charge = 0

***

[7]
The following is a DFT calculation (ωB97M-V/def2-TZVPD) of the ion C28H53IN5O2 with charge +1.

Geometry (Å):
C (7.373, -0.568, 2.054)
C (6.296, 0.375, 1.485)
C (6.683, 0.943, 0.110)
C (6.238, 0.067, -1.082)
C (5.285, 0.811, -2.039)
C (3.833, 0.754, -1.548)
C (3.066, 2.076, -1.693)
C (1.814, 2.203, -0.805)
C (0.486, 2.052, -1.599)
C (-0.626, 1.297, -0.913)
C (-1.909, 1.857, -0.678)
C (-2.232, 3.242, -1.177)
C (-1.850, 4.334, -0.130)
O (-2.988, 4.835, 0.522)
C (-0.982, 5.456, -0.728)
N (0.007, 6.024, 0.188)
C (-2.881, 1.119, 0.022)
C (-4.282, 1.635, 0.214)
C (-4.705, 2.031, 1.658)
C (-3.594, 2.517, 2.583)
I (-6.221, 3.583, 1.471)
C (-2.554, -0.173, 0.480)
C (-3.526, -1.034, 1.248)
C (-3.265, -1.098, 2.782)
N (-4.441, -1.084, 3.635)
C (-1.284, -0.709, 0.190)
C (-0.896, -2.094, 0.621)
C (-1.327, -3.181, -0.395)
C (-1.238, -4.584, 0.231)
C (-0.383, -5.582, -0.566)
N (-0.943, -6.928, -0.468)
C (-2.209, -7.077, -1.126)
C (-2.314, -6.821, -2.606)
O (-3.154, -7.426, -0.509)
N (-0.383, 0.028, -0.506)
N (0.844, -0.572, -0.818)
H (7.998, -0.930, 1.243)
H (6.938, -1.429, 2.548)
H (8.001, -0.026, 2.753)
H (6.163, 1.225, 2.149)
H (5.336, -0.131, 1.417)
H (6.215, 1.921, 0.010)
H (7.759, 1.086, 0.065)
H (7.084, -0.324, -1.637)
H (5.685, -0.789, -0.697)
H (5.356, 0.312, -3.003)
H (5.614, 1.838, -2.170)
H (3.326, -0.005, -2.153)
H (3.777, 0.394, -0.523)
H (2.778, 2.174, -2.739)
H (3.755, 2.894, -1.500)
H (1.837, 3.204, -0.384)
H (1.862, 1.512, 0.029)
H (0.158, 3.053, -1.807)
H (0.680, 1.572, -2.562)
H (-1.733, 3.458, -2.111)
H (-3.287, 3.322, -1.397)
H (-1.239, 3.851, 0.632)
H (-3.377, 5.544, 0.003)
H (-1.636, 6.277, -1.015)
H (-0.480, 5.125, -1.636)
H (-0.412, 6.769, 0.728)
H (0.311, 5.339, 0.869)
H (-4.511, 2.458, -0.443)
H (-4.936, 0.823, -0.094)
H (-5.271, 1.220, 2.090)
H (-2.758, 2.936, 2.038)
H (-3.969, 3.305, 3.226)
H (-3.275, 1.725, 3.253)
H (-4.544, -0.711, 1.075)
H (-3.472, -2.049, 0.869)
H (-2.769, -2.040, 2.999)
H (-2.566, -0.324, 3.086)
H (-4.850, -2.007, 3.687)
H (-5.168, -0.479, 3.277)
H (0.184, -2.155, 0.697)
H (-1.267, -2.293, 1.615)
H (-2.324, -2.969, -0.767)
H (-0.626, -3.128, -1.228)
H (-2.231, -4.988, 0.400)
H (-0.788, -4.487, 1.217)
H (-0.304, -5.226, -1.600)
H (0.622, -5.594, -0.160)
H (-0.274, -7.594, -0.838)
H (-1.696, -5.999, -2.944)
H (-3.356, -6.640, -2.837)
H (-2.020, -7.739, -3.111)
H (0.673, -1.514, -1.146)
H (1.287, -0.078, -1.582)

Calculated values
- SMILES = CCCCCCCCCc1c(C[C@H](O)CN)c(C[C@@H](C)I)c(CCN)c(CCCCNC(C)=O)[n+]1N
- E (a.u.) = -1820.3676
- total charge = +1

***

[8]
The following is a DFT calculation (ωB97M-V/def2-TZVPD) of a cluster of 2 separate species, C4H12N2O in total.

Geometry (Å):
C (-1.267, -1.136, -1.485)
C (-1.104, 0.126, -1.062)
N (-1.831, 1.310, -1.304)
C (0.232, 0.373, -0.248)
C (0.395, 1.774, 0.326)
N (-0.469, 1.966, 1.510)
H (-2.168, -1.309, -2.071)
H (-0.428, -1.733, -1.182)
H (-2.105, 1.817, -0.488)
H (-2.607, 1.213, -1.945)
H (0.992, 0.120, -0.995)
H (0.193, -0.380, 0.533)
H (0.293, 2.547, -0.447)
H (1.472, 1.885, 0.525)
H (-1.227, 2.607, 1.322)
H (0.080, 2.351, 2.266)
O (3.531, -4.404, 1.672)
H (2.762, -3.834, 1.628)
H (3.256, -5.292, 1.443)

Calculated values
- SMILES = C=C(N)CCN.O
- E (a.u.) = -344.3082
- total charge = 0

***

Q: What is the total charge in the fourth record?
A: 0